No. 1
Density functional theory data (the ωB97M-V functional and the def2-TZVPD basis) for a single C9H7NO2S molecule.

Structure (ORCA input):
```
! RIJCOSX wB97M-V def2-TZVPD def2/J DEFGRID3
* xyz 0 1
H 1.358 -1.542 2.145
C -1.753 0.432 -1.569
N -1.463 -1.976 -1.113
H -2.445 0.940 -2.234
H 3.200 0.133 2.333
O -1.639 -3.078 1.276
C -1.070 1.220 -0.717
H 3.029 2.258 1.066
C 0.255 -0.259 0.847
H -1.290 2.279 -0.743
S -1.929 -1.805 0.666
C 1.319 -0.605 1.614
C 2.344 0.335 1.708
H -1.592 -1.187 -2.968
O -1.221 -3.143 -1.454
C 2.236 1.527 1.008
C -1.597 -0.953 -1.907
C 1.126 1.807 0.237
C 0.062 0.888 0.124
H 1.072 2.732 -0.318
*
```

Calculated values
* relative energy (zero: lowest compared OMol25 entry of this formula, charge and spin): 4.561 eV
* highest occupied orbital energy (alpha / beta): -8.30 / -8.47 eV
* LUMO (alpha / beta): -0.63 / -1.16 eV
* Kohn-Sham gap (alpha / beta): 7.6601 / 7.3144 eV

Löwdin atomic charge list, values in e, 6 entries: atom 1 (H): 0.112, atom 2 (C): -0.096, atom 3 (N): -0.449, atom 4 (H): 0.107, atom 5 (H): 0.106, atom 6 (O): -0.495

No. 2
Density functional theory data (the ωB97M-V functional and the def2-TZVPD basis) for a molecular structure, C9H7NO4STm.

Structure (ORCA input):
```
! RIJCOSX wB97M-V def2-TZVPD def2/J DEFGRID3
* xyz 3 3
C 0.086 -2.279 -0.371
C 0.103 -0.438 -3.696
C 0.254 -0.412 4.162
N -0.243 -0.071 1.966
H -1.989 -1.294 1.520
C 0.089 2.652 -0.227
H -0.797 1.430 -3.479
S -1.270 -1.347 3.903
H -0.802 -0.975 -3.487
C -2.331 0.305 -0.510
O -3.499 0.321 -0.572
C -1.262 -0.950 2.259
O 3.717 0.267 -0.522
C 0.703 0.153 3.015
C 2.573 0.237 -0.386
H 1.012 1.425 -3.474
H 0.767 -0.283 5.097
O 0.079 3.809 -0.314
Tm 0.141 0.218 -0.098
C 0.106 0.894 -3.670
H 1.007 -0.975 -3.476
H 1.578 0.742 2.702
O -0.023 -3.430 -0.343
*
```

Calculated values
* relative energy (zero: lowest compared OMol25 entry of this formula, charge and spin): 0.000 eV
* highest occupied orbital energy (alpha / beta): -20.62 / -20.62 eV
* LUMO (alpha / beta): -13.92 / -13.84 eV
* Kohn-Sham gap (alpha / beta): 6.7013 / 6.7862 eV

Löwdin atomic charge list, values in e, 6 entries: atom 1 (C): 0.043, atom 2 (C): -0.027, atom 3 (C): -0.205, atom 4 (N): -0.293, atom 5 (H): 0.081, atom 6 (C): 0.043

No. 3
Density functional theory data (the ωB97M-V functional and the def2-TZVPD basis) for a single C9H7NS molecule.

Structure (ORCA input):
```
! RIJCOSX wB97M-V def2-TZVPD def2/J DEFGRID3
* xyz 0 1
H 0.418 2.877 -2.258
S -1.032 -1.847 -1.304
H -0.671 0.890 -2.135
C 0.064 1.091 -1.331
H 2.118 3.643 -0.140
H -1.843 -3.912 -0.841
C -0.565 -1.665 1.167
C -1.157 -2.947 1.045
H -1.312 -3.596 1.855
C 0.139 0.367 -0.156
C -1.511 -3.102 -0.251
H 1.696 2.273 1.921
C 1.367 1.977 0.945
C 1.514 2.770 -0.206
N 0.722 0.832 0.992
C -0.449 -0.958 0.000
H -0.206 -1.065 1.990
C 0.709 2.372 -1.292
*
```

Calculated values
* SMILES: c1ccc(-c2cccs2)nc1
* relative energy (zero: lowest compared OMol25 entry of this formula, charge and spin): 0.856 eV
* highest occupied orbital energy: -8.31 eV
* LUMO: 0.36 eV
* Kohn-Sham gap: 8.6681 eV

Löwdin atomic charge list, values in e, 6 entries: atom 1 (H): 0.118, atom 2 (S): 1.061, atom 3 (H): 0.108, atom 4 (C): -0.048, atom 5 (H): 0.086, atom 6 (H): 0.042

No. 4
Density functional theory data (the ωB97M-V functional and the def2-TZVPD basis) for a molecular structure, C9H8AlF18N3O15S7.

Structure (ORCA input):
```
! RIJCOSX wB97M-V def2-TZVPD def2/J DEFGRID3
* xyz 0 1
S -0.199 3.347 -6.053
O 0.039 -0.313 -6.235
O 0.069 -4.121 6.432
F -1.296 0.091 -9.142
H 6.338 9.323 2.010
O -0.351 3.517 -7.508
F -2.730 3.797 -5.654
N 0.363 -3.029 3.989
F 0.445 -0.378 6.198
F 3.552 -5.477 4.366
F -2.295 -6.122 -2.630
C 4.703 8.023 1.913
F -5.902 -5.318 2.539
H 4.359 8.025 2.947
C 1.018 -1.496 6.332
F -3.031 -7.492 -1.012
C -3.300 -6.954 -2.175
C 6.161 8.278 1.757
O 0.989 3.854 -5.391
C -1.562 4.342 -5.214
C -5.942 -5.798 1.293
O -7.143 -4.366 -0.615
N -0.706 1.943 -5.657
F 1.204 -1.691 7.654
C 2.890 -4.391 4.584
O 0.589 -5.764 4.428
S -0.094 -3.005 5.556
H 4.952 4.235 2.766
H 6.727 7.642 2.437
S -0.153 0.948 -6.935
O 2.851 4.697 0.991
H 6.586 8.179 0.758
H 4.037 5.018 4.097
F -2.610 0.045 -7.455
O 2.306 6.513 2.657
F -1.392 4.283 -3.870
C 4.557 5.175 3.152
F -3.646 -7.847 -3.126
O -1.421 -2.454 5.734
F 2.182 -1.496 5.761
O 0.931 1.360 -7.911
S -5.817 -4.402 0.008
O 1.297 -4.716 2.319
F -4.914 -6.721 1.117
S 1.135 -4.584 3.770
F -2.238 1.922 -8.394
O -5.908 -6.839 -1.457
C -1.656 0.769 -8.080
H 5.477 5.742 3.292
F 3.363 -3.302 4.064
O -5.436 -3.203 0.765
F -7.171 -6.421 1.223
F -1.383 5.636 -5.634
O -5.010 -5.413 -3.349
S -4.907 -5.888 -1.969
Al -1.135 -0.324 -0.710
H 4.226 8.915 1.504
O 4.314 6.888 1.124
S 3.319 5.807 1.890
F 2.773 -4.275 5.844
N -4.406 -4.713 -1.091
*
```

Calculated values
* relative energy (zero: lowest compared OMol25 entry of this formula, charge and spin): 9.472 eV
* highest occupied orbital energy: -9.79 eV
* LUMO: -8.53 eV
* Kohn-Sham gap: 1.2546 eV

Löwdin atomic charge list, values in e, 6 entries: atom 1 (S): 0.588, atom 2 (O): -0.308, atom 3 (O): -0.244, atom 4 (F): 0.179, atom 5 (H): 0.086, atom 6 (O): -0.252

No. 5
Density functional theory data (the ωB97M-V functional and the def2-TZVPD basis) for 8 unconnected molecules or ions with the total composition C9H8BCl28O2S.

Structure (ORCA input):
```
! RIJCOSX wB97M-V def2-TZVPD def2/J DEFGRID3
* xyz 1 1
H 1.115 -4.769 -0.351
H -0.698 -5.150 0.695
Cl 6.936 1.173 4.276
Cl 8.172 0.007 6.608
B 0.206 -2.699 1.045
C -0.688 -0.731 0.029
Cl -0.371 3.059 5.554
Cl 2.124 3.518 8.635
Cl -3.335 0.121 -2.898
H 0.224 -0.254 0.377
Cl -3.788 -2.671 -8.014
C 4.268 -6.123 0.002
C -0.796 2.958 3.852
Cl -3.681 2.873 -8.575
Cl -4.698 1.780 -0.951
H -2.770 -0.414 0.029
Cl 3.488 -5.165 -1.283
Cl 3.202 -7.462 0.437
O 0.848 -2.091 2.054
Cl -6.020 3.207 -10.219
C -4.027 -1.052 -7.353
S 0.522 -4.618 0.852
H -0.750 -0.547 -1.039
Cl 7.354 2.768 6.636
Cl 5.800 -6.731 -0.582
Cl -0.349 1.355 3.234
Cl -5.886 1.334 -3.526
Cl -5.189 -0.170 -8.338
H -2.130 -0.753 1.617
H -1.905 0.861 0.856
Cl -3.634 4.724 -10.787
C 8.023 1.478 5.640
Cl 4.517 -5.085 1.409
Cl 4.433 1.867 8.117
Cl -2.533 3.191 3.646
Cl 9.609 1.948 5.033
C -4.918 0.606 -2.251
C 3.590 3.348 7.664
Cl 3.154 3.273 5.954
C -4.631 4.035 -9.506
C -1.939 -0.208 0.696
H 1.100 -2.667 2.780
Cl -5.739 -0.825 -1.620
Cl -2.478 -0.193 -7.342
Cl -5.198 5.322 -8.439
Cl 4.642 4.738 7.942
Cl 0.079 4.190 2.944
Cl -4.630 -1.167 -5.697
O -0.625 -2.189 0.159
*
```

Calculated values
* highest occupied orbital energy: -12.40 eV
* LUMO: -3.68 eV
* Kohn-Sham gap: 8.7197 eV

Löwdin atomic charge list, values in e, 6 entries: atom 1 (H): -0.078, atom 2 (H): -0.013, atom 3 (Cl): 0.504, atom 4 (Cl): 0.520, atom 5 (B): -0.840, atom 6 (C): -0.170

No. 6
Density functional theory data (the ωB97M-V functional and the def2-TZVPD basis) for a molecular structure, C9H8Br12F6N2O5P.

Structure (ORCA input):
```
! RIJCOSX wB97M-V def2-TZVPD def2/J DEFGRID3
* xyz -1 1
N -0.293 -0.825 1.080
Br -0.481 5.307 1.676
C -3.724 0.684 4.640
H -2.429 -1.515 -0.232
H -2.562 -0.973 -2.163
O 0.738 1.251 1.238
Br -0.850 7.900 -0.124
F -0.361 1.921 -1.186
Br -4.659 0.256 6.274
C -1.596 1.229 0.797
P -0.331 -1.594 -0.305
Br -4.890 1.490 3.345
C 0.183 7.057 1.268
Br 4.141 -7.154 -1.143
F -1.907 2.053 1.838
F -1.499 3.406 -0.082
C -2.694 1.939 -1.497
O 0.394 -3.014 -0.129
O 0.569 -0.829 -1.390
C -2.409 0.835 -2.554
H 0.081 7.671 2.149
Br 6.932 -5.795 -1.832
H 1.113 -0.150 -0.971
C 3.918 -2.064 -2.162
Br 3.958 -3.065 -0.524
N -1.771 -1.879 -0.904
F -2.573 0.299 0.709
H 6.439 -8.009 -0.860
Br 2.058 7.023 0.823
O -3.157 -0.261 -2.533
H 4.884 -2.176 -2.630
Br 2.614 -2.763 -3.391
F -3.852 1.800 -0.816
Br 3.666 -0.187 -1.835
C 6.003 -7.037 -0.692
Br 6.255 -6.611 1.167
H -0.025 -3.571 -0.798
Br -2.811 -0.836 3.909
C -0.225 0.519 1.063
F -2.803 3.091 -2.230
C -1.511 2.110 -0.512
O -1.563 1.050 -3.366
H -2.972 1.417 4.888
*
```

Calculated values
* highest occupied orbital energy: -5.80 eV
* LUMO: 1.41 eV
* Kohn-Sham gap: 7.2078 eV

Löwdin atomic charge list, values in e, 6 entries: atom 1 (N): -0.016, atom 2 (Br): 0.684, atom 3 (C): -1.650, atom 4 (H): -0.018, atom 5 (H): 0.047, atom 6 (O): 0.066

No. 7
Density functional theory data (the ωB97M-V functional and the def2-TZVPD basis) for a molecular structure, C9H8BrN2O3PS.

Structure (ORCA input):
```
! RIJCOSX wB97M-V def2-TZVPD def2/J DEFGRID3
* xyz 0 1
H 3.354 -0.110 -0.809
C -2.329 0.145 0.589
S -0.473 -3.597 -1.492
H -3.053 0.750 1.106
H 1.361 0.598 -1.856
C -1.688 -1.928 -0.361
N -1.833 -3.198 -0.742
Br -2.574 3.305 1.386
C -0.096 -0.018 -0.413
C -0.427 -1.368 -0.725
O 3.931 0.080 1.625
O -0.550 3.130 -0.837
P -0.634 2.463 0.648
H -3.586 -1.577 0.615
C 2.805 0.004 1.223
C -1.072 0.731 0.206
C 1.273 0.517 -0.774
O 1.740 0.053 2.092
H -1.123 2.684 -1.473
C 2.460 -0.290 -0.218
C -2.641 -1.142 0.327
H 2.252 -1.358 -0.281
H 1.190 0.830 1.932
H 1.366 1.532 -0.384
N 0.349 -2.234 -1.385
*
```

Calculated values
* highest occupied orbital energy: -9.42 eV
* LUMO: -1.18 eV
* Kohn-Sham gap: 8.2366 eV

Löwdin atomic charge list, values in e, 6 entries: atom 1 (H): 0.126, atom 2 (C): -0.113, atom 3 (S): 1.036, atom 4 (H): 0.032, atom 5 (H): 0.132, atom 6 (C): -0.357

No. 8
Density functional theory data (the ωB97M-V functional and the def2-TZVPD basis) for a single C9H8BrN3O2 molecule.

Structure (ORCA input):
```
! RIJCOSX wB97M-V def2-TZVPD def2/J DEFGRID3
* xyz 0 1
H -0.027 -1.635 -1.335
C 0.186 -1.604 -0.261
H -2.123 3.425 -0.333
H 1.098 1.624 -3.021
C -0.131 -0.470 0.482
C -1.528 1.616 0.326
O -0.882 3.184 -2.513
H 1.139 -0.071 -2.423
H -0.101 0.414 2.451
Br 1.622 -4.327 2.640
H 1.762 1.278 -1.424
H 0.614 -1.618 3.647
N -0.599 0.711 -0.176
N -0.319 1.147 -1.518
C 0.066 -0.486 1.868
C 0.975 0.990 -2.143
C 0.911 -2.750 1.806
O -1.986 1.724 1.450
C 0.579 -1.594 2.548
C -0.993 2.328 -1.666
H 0.907 -3.647 -0.174
C 0.679 -2.749 0.386
N -1.851 2.509 -0.617
*
```

Calculated values
* SMILES: Cn1c(=O)[nH]c(=O)n1-c1ccc(Br)cc1
* relative energy (zero: lowest compared OMol25 entry of this formula, charge and spin): 0.074 eV
* highest occupied orbital energy: -8.72 eV
* LUMO: 0.54 eV
* Kohn-Sham gap: 9.2555 eV

Löwdin atomic charge list, values in e, 6 entries: atom 1 (H): 0.114, atom 2 (C): -0.029, atom 3 (H): 0.175, atom 4 (H): 0.098, atom 5 (C): -0.176, atom 6 (C): -0.485

No. 9
Density functional theory data (the ωB97M-V functional and the def2-TZVPD basis) for a single C9H8BrNO2S2 molecule.

Structure (ORCA input):
```
! RIJCOSX wB97M-V def2-TZVPD def2/J DEFGRID3
* xyz 0 1
O -1.385 -1.131 2.285
H 4.071 0.751 -2.602
H -4.072 -0.712 -0.652
Br 0.894 0.846 3.201
C -1.326 -0.164 1.249
C 3.107 0.668 -3.044
H -3.367 -2.270 -0.191
C -0.039 -0.059 -0.826
C -3.379 -1.171 0.100
C 1.076 0.598 1.347
O -2.012 -0.935 -2.152
C 1.981 0.450 -2.380
H -1.722 0.765 1.776
C 0.045 0.088 0.688
H -3.843 -0.982 1.097
H -1.016 -2.018 2.074
N -2.050 -0.615 0.034
C 1.042 0.145 -1.584
H 2.996 0.720 -4.124
S 4.030 1.554 2.084
H 3.847 2.788 2.269
C -1.430 -0.559 -1.133
S 2.554 1.243 0.482
*
```

Calculated values
* SMILES: C=C=C=C1C(=O)N(C)[C@@H](O)/C1=C(\Br)SS
* relative energy (zero: lowest compared OMol25 entry of this formula, charge and spin): 1.911 eV
* highest occupied orbital energy: -8.51 eV
* LUMO: -1.03 eV
* Kohn-Sham gap: 7.4830 eV

Löwdin atomic charge list, values in e, 6 entries: atom 1 (O): -0.048, atom 2 (H): 0.056, atom 3 (H): 0.101, atom 4 (Br): 0.785, atom 5 (C): -0.320, atom 6 (C): 0.046

No. 10
Density functional theory data (the ωB97M-V functional and the def2-TZVPD basis) for 2 unconnected molecules or ions with the total composition C9H8Cl4N2O2.

Structure (ORCA input):
```
! RIJCOSX wB97M-V def2-TZVPD def2/J DEFGRID3
* xyz 0 1
O 0.147 4.010 2.201
H -0.119 1.160 -0.848
N 1.093 -1.471 -1.578
H -2.038 -1.363 -1.675
C 1.372 0.747 1.311
N -0.053 -0.926 -1.128
C -1.135 2.046 1.784
Cl -2.574 2.958 1.878
C 1.400 2.028 1.759
C 0.115 -0.058 1.352
C -0.253 0.432 -1.657
H 0.515 0.599 -2.420
C -1.230 -1.794 -1.076
Cl -2.603 -0.085 1.125
C 0.138 2.802 1.979
H -1.263 0.526 -2.065
O 0.146 -1.283 1.468
H 0.726 -3.556 -1.305
H 2.317 -2.995 -2.124
H -1.562 -1.846 -0.042
C -1.134 0.733 1.438
Cl 2.776 -0.045 0.731
C 1.359 -2.724 -1.657
H -0.989 -2.805 -1.399
Cl 2.848 2.910 1.947
*
```

Calculated values
* SMILES: O=C1C(Cl)=C(Cl)C(=O)C(Cl)=C1Cl.C=NN(C)C
* relative energy (zero: lowest compared OMol25 entry of this formula, charge and spin): 0.000 eV
* highest occupied orbital energy: -8.55 eV
* LUMO: -2.21 eV
* Kohn-Sham gap: 6.3454 eV

Löwdin atomic charge list, values in e, 6 entries: atom 1 (O): 0.071, atom 2 (H): 0.060, atom 3 (N): -0.053, atom 4 (H): 0.082, atom 5 (C): -0.600, atom 6 (N): -0.292

No. 11
Density functional theory data (the ωB97M-V functional and the def2-TZVPD basis) for a gas-phase ion, C9H8ClO3S (charge -1).

Structure (ORCA input):
```
! RIJCOSX wB97M-V def2-TZVPD def2/J DEFGRID3
* xyz -1 1
C -2.536 0.057 -0.190
H -2.675 -0.446 -2.398
O -2.453 2.245 -1.235
H 2.588 -1.247 0.087
H -1.074 -0.473 -1.791
C 0.245 1.492 1.311
H -2.089 -1.817 -1.356
O -1.700 -1.769 1.597
C 1.602 1.764 1.137
C 0.576 -0.841 0.516
H 0.261 -1.786 0.379
Cl -4.581 -0.618 0.110
H 1.961 2.658 1.410
C -2.495 1.633 -0.198
O -2.399 2.022 0.983
H -0.507 2.198 1.836
S -1.873 -0.335 1.412
C 2.396 0.800 0.548
H 3.481 1.124 0.502
C -0.225 0.233 0.887
C -2.188 -0.669 -1.462
C 1.926 -0.510 0.374
*
```

Calculated values
* relative energy (zero: lowest compared OMol25 entry of this formula, charge and spin): 0.940 eV
* highest occupied orbital energy: -5.05 eV
* LUMO: 3.15 eV
* Kohn-Sham gap: 8.1993 eV

Löwdin atomic charge list, values in e, 6 entries: atom 1 (C): -0.606, atom 2 (H): 0.064, atom 3 (O): 0.031, atom 4 (H): 0.067, atom 5 (H): 0.114, atom 6 (C): -0.044

No. 12
Density functional theory data (the ωB97M-V functional and the def2-TZVPD basis) for a gas-phase ion, C9H8F14INP (charge +1).

Structure (ORCA input):
```
! RIJCOSX wB97M-V def2-TZVPD def2/J DEFGRID3
* xyz 1 1
C -4.133 -0.235 0.370
C 2.991 -0.328 -0.887
C 2.220 0.697 -0.040
H 2.808 1.613 0.058
F -4.230 1.526 -1.196
F 3.231 -2.342 0.325
C -2.027 0.849 -0.858
F -1.705 2.049 -1.383
H 0.750 0.673 -1.688
F 3.906 -0.519 2.099
H 3.592 0.182 -1.647
P -0.534 0.452 0.251
F -4.844 -1.047 -1.754
F -3.303 -0.657 1.361
N -0.651 1.274 1.659
C -3.448 1.014 -0.250
F -5.382 -2.199 -0.005
F -5.270 0.189 0.903
H 2.082 0.323 0.980
F 4.841 -1.747 -1.025
C 0.861 1.081 -0.676
F 5.716 -1.478 1.406
H -1.102 0.817 2.444
F -2.034 -0.065 -1.841
H 0.189 1.776 1.933
C -4.441 -1.458 -0.558
C 4.724 -0.692 1.045
H 0.726 2.166 -0.738
C 3.933 -1.275 -0.154
F -3.339 -2.198 -0.707
F -3.320 1.907 0.749
H 2.295 -0.985 -1.420
I -0.310 -1.874 0.533
F 5.210 0.513 0.712
*
```

Calculated values
* SMILES: [NH2+]=[P@](I)(CCCC(F)(F)C(F)(F)F)C(F)(F)C(F)(F)C(F)(F)C(F)(F)F
* highest occupied orbital energy: -14.70 eV
* LUMO: -4.36 eV
* Kohn-Sham gap: 10.3394 eV

Löwdin atomic charge list, values in e, 6 entries: atom 1 (C): -0.348, atom 2 (C): -0.078, atom 3 (C): -0.224, atom 4 (H): 0.128, atom 5 (F): 0.197, atom 6 (F): 0.082